Entry 1:
{
  "formula": "C14H18BF17O3",
  "method": "ωB97M-V/def2-TZVPD",
  "symbols": ["F", "C", "F", "C", "F", "F", "C", "O", "C", "F", "F", "C", "F", "F", "H", "H", "H", "H", "F", "C", "F", "C", "F", "F", "C", "O", "C", "F", "F", "C", "F", "F", "H", "H", "H", "H", "C", "O", "C", "C", "C", "B", "F", "H", "H", "H", "H", "H", "H", "H", "H", "H", "H"],
  "coordinates": [[0.8828, 1.2716, 3.2768], [1.7309, 0.5834, 2.4952], [2.5392, 1.5029, 1.9110], [1.0145, -0.2412, 1.4213], [0.3496, 0.5599, 0.5582], [1.9807, -0.8621, 0.6835], [0.0508, -1.3466, 1.9286], [-1.3485, -1.0286, 1.9494], [-1.8829, -0.3598, 3.0652], [-0.9794, -0.3241, 4.0581], [-2.8941, -1.1314, 3.5125], [-2.4352, 1.0224, 2.7067], [-1.4830, 1.8181, 2.1813], [-2.9068, 1.6480, 3.8105], [2.3510, -0.0528, 3.1322], [0.1181, -2.1600, 1.2046], [0.3838, -1.7897, 2.8689], [-3.2453, 0.9398, 1.9801], [-3.0202, 3.4531, -3.1243], [-2.5283, 2.5167, -2.2959], [-3.1122, 1.3468, -2.6568], [-2.8186, 2.8142, -0.8217], [-4.1498, 2.8024, -0.5780], [-2.2927, 1.7859, -0.0970], [-2.2137, 4.1150, -0.2409], [-3.0671, 5.2663, -0.1406], [-3.2091, 6.1134, -1.2536], [-2.3077, 5.7931, -2.1951], [-2.8752, 7.3489, -0.8261], [-4.6454, 6.1446, -1.7844], [-5.0659, 4.9213, -2.1586], [-4.7298, 6.9418, -2.8743], [-1.4538, 2.4252, -2.4750], [-1.9734, 3.8840, 0.7991], [-1.2545, 4.3638, -0.6983], [-5.3313, 6.5194, -1.0221], [5.8821, -4.7816, -0.3740], [5.5235, -5.4371, -1.5941], [4.0893, -5.6634, -1.6672], [3.4253, -4.2934, -2.0839], [1.9311, -4.0956, -1.5793], [1.7604, -4.1000, 0.0152], [1.1124, -5.2275, 0.5737], [4.9924, -4.3884, 0.2071], [6.4788, -3.8574, -0.6564], [6.5724, -5.4003, 0.2692], [3.7515, -6.0696, -0.6741], [3.9590, -6.4840, -2.4277], [3.3867, -4.2870, -3.2166], [4.0256, -3.3853, -1.7990], [1.2429, -4.8356, -2.0830], [1.5980, -3.0731, -1.9499], [2.0915, -3.2264, 0.7395]],
  "atomic_forces_ev_per_a": [[-0.29, -0.09, -0.03], [0.66, 0.33, 0.15], [0.00, -0.19, -0.27], [-0.87, -0.11, -0.31], [0.08, 0.15, 0.20], [0.17, 0.07, 0.36], [-0.33, -0.46, -0.13], [0.36, 1.05, 0.58], [0.76, -1.48, -0.41], [-0.08, 0.38, 0.14], [-0.27, 0.34, -0.11], [-0.44, 0.53, -0.24], [0.34, -0.21, 0.43], [0.04, -0.31, 0.16], [-0.04, -0.16, -0.08], [-0.06, 0.26, -0.09], [0.02, 0.33, 0.08], [0.01, -0.23, 0.02], [-0.09, 0.30, 0.17], [0.15, -0.55, -0.47], [0.01, -0.08, 0.32], [-0.51, 0.64, 0.40], [0.02, -0.03, -0.24], [0.12, 0.01, -0.70], [0.30, 0.35, 0.58], [-0.36, -0.26, -1.22], [1.20, -0.60, 1.12], [-0.26, 0.04, -0.37], [-0.42, 0.12, -0.08], [-0.68, 0.08, -0.11], [0.25, -0.13, 0.11], [0.31, 0.12, 0.10], [0.05, 0.03, 0.18], [-0.21, -0.06, -0.09], [-0.18, -0.06, -0.27], [0.17, 0.07, 0.12], [0.83, 1.34, -0.07], [-0.85, -0.31, 0.89], [0.83, 0.43, 0.01], [-0.90, -0.26, -0.80], [-0.16, 0.40, -0.22], [-1.18, -2.46, -0.73], [1.24, 2.22, -0.75], [0.89, -0.73, -0.52], [-0.60, -0.96, 0.36], [-1.00, 0.32, -0.61], [0.00, 0.48, -0.80], [-0.08, 1.02, 0.67], [0.15, 0.11, 1.24], [-0.32, -1.19, 0.01], [0.74, 0.58, 0.66], [0.37, -1.03, 0.40], [0.11, -0.16, 0.24]],
  "orbital_gap_ha": 0.3742,
  "smiles": "FC(F)C(F)(F)COC(F)(F)C(F)F.FC(F)C(F)(F)COC(F)(F)C(F)F.COCCCBF"
}



Entry 2:
{
  "formula": "C15H17Cl3HfN2O2",
  "method": "ωB97M-V/def2-TZVPD",
  "symbols": ["C", "C", "H", "H", "H", "H", "H", "H", "C", "C", "C", "C", "H", "H", "H", "H", "N", "C", "C", "N", "C", "C", "C", "H", "H", "C", "H", "H", "Hf", "C", "H", "H", "H", "Cl", "C", "Cl", "Cl", "C", "O", "O"],
  "coordinates": [[-2.6758, -0.7694, -0.1035], [-2.7304, 0.4539, -1.0618], [-2.5874, -1.7023, -0.6772], [-3.6386, -0.8383, 0.4267], [-1.9073, -0.8515, 0.7277], [-2.4446, 0.2057, -2.0941], [-3.7950, 0.7504, -1.0682], [-2.2331, 1.4543, -0.8027], [0.2424, -2.3797, 0.6833], [0.9342, -3.5411, 0.3426], [1.8719, -3.4974, -0.6915], [2.0608, -2.3020, -1.3726], [-0.4169, -2.3380, 1.5615], [0.7442, -4.4553, 0.9089], [2.4438, -4.3839, -0.9688], [2.8082, -2.2094, -2.1545], [0.3542, -1.2425, -0.0564], [1.2864, -1.1731, -1.0584], [1.4878, 0.1370, -1.6846], [0.5842, 1.1378, -1.3942], [0.8126, 2.4019, -1.8505], [2.8949, 1.7262, -2.8497], [1.9928, 2.7321, -2.5088], [0.0529, 3.1454, -1.6038], [2.1786, 3.7740, -2.7453], [2.6301, 0.4226, -2.4462], [3.3077, -0.3970, -2.6836], [3.7917, 1.9463, -3.4243], [-0.8291, 0.7214, 0.2840], [-1.2307, 2.8869, 0.5708], [-1.5856, 3.4395, -0.3099], [-0.3622, 3.4515, 0.9448], [-2.0176, 2.9939, 1.3370], [2.4604, 1.6905, 4.0405], [0.9622, 0.7471, 3.9854], [1.2602, -0.9922, 4.3206], [-0.2569, 1.4092, 5.0938], [0.3636, 0.7699, 2.5605], [1.0355, 1.1548, 1.5507], [-0.8711, 0.3802, 2.3790]],
  "atomic_forces_ev_per_a": [[-1.00, -0.92, 0.40], [-1.18, 0.37, -0.66], [0.26, 0.35, 0.20], [0.49, 0.14, 0.02], [-1.23, -0.72, -0.42], [0.09, 0.09, 0.35], [0.60, 0.10, -0.23], [-1.35, -0.15, -0.62], [0.15, 0.11, -0.73], [-0.09, 0.17, 0.36], [-0.35, 0.07, 0.05], [-0.20, 0.78, -0.10], [0.20, -0.08, -0.49], [0.19, 0.33, -0.16], [-0.16, 0.26, 0.12], [-0.16, -0.28, 0.16], [0.98, -0.18, -0.24], [-0.26, -1.53, 0.93], [0.40, 1.62, -0.48], [0.64, -0.46, -0.46], [0.51, -0.56, 0.35], [-0.29, 0.03, 0.11], [-0.39, -0.02, -0.05], [0.39, -0.24, -0.14], [-0.03, -0.16, -0.15], [-0.58, -0.54, 0.30], [-0.07, 0.48, 0.01], [-0.14, 0.02, 0.19], [3.27, 1.29, 2.49], [-0.10, 0.26, -0.41], [-0.12, 0.13, 0.20], [-0.11, -0.29, -0.08], [0.02, -0.08, -0.14], [-0.56, -0.45, 0.00], [-0.12, 0.14, -0.08], [-0.04, 0.52, -0.14], [0.41, -0.20, -0.28], [0.52, 0.45, -0.78], [-1.47, -0.83, 1.02], [0.89, 0.01, -0.48]],
  "total_charge": 2,
  "orbital_gap_ha": 0.2989,
  "de_lowest_kj_mol": 0.0
}